(1)
59
Properties=species:S:1:pos:R:3:forces:R:3 method="wB97M-V/def2-TZVPD" relative_energy_kcal_mol=20.2 smiles="CC[C@@H](C)[C@@H]1Nc2ccc(C(=O)NCCc3ccc(OC)c(OC)c3)cc2NC1=O"
O -0.024640 4.087273 -2.101833 -0.34 -0.07 0.26
H 0.886826 -0.439877 -2.929811 -0.07 -0.05 0.02
H -0.461214 -0.767760 -1.811905 0.00 0.02 -0.03
C -4.954813 1.188618 0.410407 -0.19 -0.17 -0.16
N 2.120711 -1.326820 2.408710 0.29 -0.12 0.30
H 1.947156 -1.899495 -0.949486 -0.12 0.05 -0.12
C 2.704157 0.135071 0.500505 0.20 -0.01 0.26
H 1.677903 2.880916 -2.141623 -0.04 0.09 -0.09
C -2.296766 4.007582 -1.644740 0.23 -0.11 -0.02
H -2.978361 1.531011 0.994516 0.02 -0.13 0.08
H -4.369563 3.938844 -1.146492 -0.12 0.09 0.04
C -3.573478 1.983022 -1.510705 -0.05 -0.03 -0.19
C -1.134037 3.308624 -1.962588 -0.06 0.03 -0.01
C -4.820784 1.237722 -1.128406 0.03 0.05 0.27
H -0.792912 -0.306457 -3.506770 0.00 0.02 0.03
C -2.427924 1.279040 -1.858672 0.01 0.06 -0.10
H 5.140236 -2.352731 2.924564 0.06 0.10 0.11
C -1.928209 -0.631737 1.687469 0.32 -0.21 0.04
H -2.490968 0.204212 -1.932139 0.03 -0.13 0.02
H 5.793467 -3.935557 2.524867 0.09 -0.02 0.08
C -1.543096 -1.590809 2.618796 -0.19 0.14 -0.12
C 5.352629 -3.034505 2.104473 -0.19 -0.15 -0.07
H -2.309582 -2.139571 3.143148 -0.08 -0.07 0.04
C 0.784935 -1.159559 2.164753 -0.55 0.26 -0.11
C -0.207415 -1.836134 2.871572 0.09 0.10 -0.15
N -3.705681 0.835841 1.039113 0.03 0.29 0.01
H 4.027010 -0.678582 1.935379 -0.18 0.07 -0.17
C -3.494546 3.364057 -1.408750 0.04 -0.13 -0.04
C -1.205851 1.908009 -2.066946 0.17 0.07 -0.08
C -0.126654 -0.151128 -2.653309 0.01 -0.34 -0.07
H 6.086096 -2.568139 1.450868 0.12 0.08 -0.02
H 0.894317 3.157108 -3.718278 0.01 0.02 0.04
N 1.388560 0.442359 0.475843 -0.30 0.35 -0.10
C 3.511373 -2.219108 0.515570 -0.16 -0.10 0.05
H 1.757081 4.484894 -2.905231 -0.02 -0.07 -0.02
H -4.773054 0.216958 -1.509207 -0.05 -0.01 -0.03
C 4.092386 -3.386519 1.321927 0.16 0.32 -0.07
C -3.372210 -0.435322 1.379763 0.04 0.23 0.08
C -0.939440 0.061432 0.989463 0.00 -0.18 0.18
H -5.706392 1.722983 -1.540358 -0.05 -0.05 -0.06
H -5.688338 0.432517 0.696295 0.01 0.17 0.03
C 3.120633 -1.014127 1.415389 0.58 -0.14 -0.36
H -5.269916 2.164361 0.789271 -0.03 -0.09 -0.02
O -0.041767 1.209843 -2.305307 -0.20 0.57 0.23
H 2.605848 -3.532136 -0.939706 -0.01 -0.08 -0.07
H 2.367711 -2.074823 3.039076 -0.06 0.07 -0.04
C 1.132827 3.605020 -2.751157 0.46 -0.04 -0.21
H 4.332816 -4.185278 0.616717 -0.11 -0.05 0.02
H 0.081243 -2.566162 3.613804 0.03 -0.09 0.08
O 3.509756 0.718859 -0.194103 0.21 -0.05 -0.09
H -2.220870 5.080922 -1.574294 0.03 0.14 -0.01
C 2.315503 -2.696083 -0.307521 0.21 0.09 0.07
H -1.198576 0.799750 0.245993 -0.02 0.06 -0.09
C 0.394917 -0.211515 1.205354 -0.11 -0.38 0.31
H 1.502629 -3.025202 0.337715 -0.10 -0.05 0.03
O -4.185462 -1.338538 1.435265 -0.14 -0.23 0.01
H 1.097383 1.147851 -0.192055 0.14 -0.07 0.00
H 4.283677 -1.849050 -0.166696 0.01 0.00 0.06
H 3.332729 -3.781972 2.001505 -0.08 -0.11 -0.04

(2)
12
Properties=species:S:1:pos:R:3:forces:R:3 method="wB97M-V/def2-TZVPD" relative_energy_kcal_mol=63.6 smiles="C=NC.C=O"
C 1.443304 -2.169594 2.241822 -0.53 0.19 0.88
H 1.236957 -3.201816 1.940815 -0.01 -0.27 -0.17
N -0.759537 1.209016 -0.349935 0.39 0.52 -0.85
H -1.602573 2.261376 -1.977270 0.25 -0.20 -0.13
C -0.173254 0.193743 -1.246886 -0.83 0.07 1.17
H -1.761355 2.935834 -0.259547 -0.15 0.12 -0.07
H -0.921218 -0.071437 -1.995486 0.33 -0.19 -0.30
O 2.197931 -1.447994 1.678828 0.92 0.39 -1.00
H 0.762235 0.548020 -1.669156 0.01 0.02 -0.13
H 0.024088 -0.641884 -0.578396 0.20 -0.33 -0.47
H 0.930903 -1.771734 3.126854 -0.38 -0.30 0.28
C -1.377476 2.156474 -0.911643 -0.19 -0.02 0.78

(3)
25
Properties=species:S:1:pos:R:3:forces:R:3 method="wB97M-V/def2-TZVPD" total_energy_ha=-3869.42795 multiplicity=3
V -0.360406 0.218612 1.170594 -0.41 0.35 2.13
O 0.035971 0.928834 2.985877 1.18 -1.03 -0.64
C -0.924381 -1.474233 1.276287 -0.50 -2.32 -0.56
Yb 0.286882 0.091549 -2.854275 -0.38 -0.44 -0.21
H -2.603914 0.525010 -0.245538 0.11 0.08 0.23
H 2.854299 -0.107496 -4.068110 -0.01 -0.14 0.06
O 1.646934 -0.684971 2.916630 -1.00 1.97 0.89
H -1.308260 -0.806852 -5.234066 0.06 0.23 0.29
C 1.531178 0.852619 4.806303 0.47 -0.81 -0.09
H -2.459539 -0.423236 -3.946220 0.23 0.20 -0.17
Cl 2.195281 2.460947 4.476818 -0.08 0.12 0.30
C -1.516513 -0.091082 -4.418234 0.37 0.12 0.52
Cl 1.230729 0.601543 -0.452181 0.41 0.24 -1.24
H 2.605777 -1.495870 -3.000869 0.03 0.14 -0.12
H -0.240075 -2.286790 1.599618 -0.16 0.56 0.11
H -2.012552 2.035884 0.507317 -0.22 -0.26 -0.02
H 1.983036 -1.529962 -4.652085 -0.07 0.18 0.14
C -2.149073 0.946230 0.667171 -0.44 1.02 -0.38
H -1.917747 -1.912885 1.011246 0.65 0.50 0.11
C 2.123997 -0.879155 -3.777369 0.01 -0.09 0.01
H -2.867601 0.816403 1.498753 0.36 -0.07 -0.29
C 1.076992 0.281572 3.466912 -0.53 -0.75 -1.09
H 2.335124 0.235878 5.221507 -0.28 0.26 -0.10
Cl 0.168283 0.811457 5.942159 0.27 0.25 0.00
H -1.714421 0.885993 -4.898243 -0.07 -0.30 0.12

(4)
7
Properties=species:S:1:pos:R:3:forces:R:3 method="wB97M-V/def2-TZVPD" charge=-1 relative_energy_kcal_mol=100.6
H 0.226609 1.184032 -1.193521 0.18 0.13 0.18
P -2.809607 0.971945 -0.074270 -0.03 1.31 -1.25
H 0.130645 -0.330080 -1.317525 -0.87 -2.17 -1.75
N 0.445350 0.323684 -0.678694 -0.74 2.25 1.87
Br -3.801522 -0.981470 0.207294 0.16 -0.57 -0.04
O -3.180577 1.571902 -1.371433 0.61 -0.88 -0.60
O -3.038094 1.771047 1.122701 0.69 -0.07 1.59

(5)
94
Properties=species:S:1:pos:R:3:forces:R:3 method="wB97M-V/def2-TZVPD" charge=-2 relative_energy_kcal_mol=32.0
H 2.300224 0.814901 -4.143275 -0.04 0.03 0.03
C 0.650448 4.049009 0.402025 -0.04 -0.03 0.12
N 3.238828 2.223873 -1.424530 0.16 0.55 -0.16
C -2.133495 -4.674302 -2.950719 -0.02 0.03 0.00
C -3.483573 -4.508732 0.010052 0.11 0.21 0.13
H -3.010269 -0.041838 0.425055 -0.05 -0.01 0.03
O -0.724775 2.286639 -0.483392 -0.13 0.32 0.11
C -3.473592 -1.534282 -1.043602 -0.05 -0.11 0.04
N -0.240650 1.642868 -3.025481 0.01 -0.10 -0.47
H -1.967448 -6.023540 0.149925 0.00 -0.03 0.00
H 0.449363 -2.664096 -2.114530 0.04 0.06 -0.04
C 2.955698 0.475249 -4.937087 -0.08 -0.06 -0.02
C -1.726569 3.852859 0.925081 -0.03 0.00 0.08
H -4.177590 -2.827368 -2.613086 0.01 0.01 -0.03
H 2.739585 5.643243 -0.333287 -0.05 0.01 0.05
H 4.043198 2.637117 -3.639421 0.00 0.03 -0.08
H 3.611113 4.521338 0.733365 -0.02 0.05 0.01
H -4.758133 1.526227 -0.357307 0.06 0.02 -0.01
C -0.379191 -0.132617 3.831283 -0.13 -0.15 0.09
C -5.427647 0.243507 -1.940184 0.01 -0.01 0.01
H 1.359805 -0.692392 6.681357 -0.02 -0.02 0.00
C -3.915161 -6.861377 0.427804 0.00 -0.03 -0.02
H 6.118456 0.843152 -6.069039 0.00 0.01 0.02
H -6.182257 0.937606 -2.292298 -0.02 0.00 0.00
C -0.148814 -3.363898 -2.685761 -0.03 0.02 0.08
Sb -2.004979 -2.908807 -0.281810 -0.13 -0.17 -0.22
C -1.670740 4.955208 1.740840 -0.02 -0.06 -0.11
C 1.910561 3.631611 -0.243335 0.32 -0.16 -0.24
C 2.132214 0.174740 4.880937 0.03 0.01 0.04
C -3.645868 -0.305199 -0.413406 0.11 0.02 0.02
H -0.023856 -5.142621 -5.565103 -0.01 0.00 -0.01
H -2.646181 3.294528 0.794751 0.01 0.00 0.00
C -1.760246 -0.394332 3.200065 0.13 0.02 -0.39
H 3.011695 -1.701929 -7.540686 -0.03 0.01 0.01
O -2.726368 -0.281965 3.968160 -0.08 -0.06 0.15
H -2.002129 -1.657213 -4.038785 -0.03 -0.03 0.01
C -4.624414 0.575750 -0.859062 -0.04 0.00 -0.07
Tl 0.501302 0.159910 0.077152 -0.42 -0.22 0.23
C 4.653929 -0.468505 -6.921070 0.03 0.00 -0.01
C 1.132205 -0.377455 5.669340 0.02 0.05 -0.07
O -0.920734 -0.426819 -2.369771 -0.05 -0.04 0.00
C 1.773563 0.566395 3.601413 -0.16 -0.01 0.06
O -1.721754 -0.717589 1.988435 -0.13 0.04 0.33
C -3.032423 -5.815936 0.195556 0.07 0.03 -0.03
H 1.579631 5.714351 1.394244 0.13 0.01 0.02
H -3.540008 -7.868888 0.566942 0.02 0.00 -0.01
H -2.563062 5.294322 2.257495 0.00 -0.03 0.00
C -4.290571 -1.866904 -2.121295 0.02 0.02 0.01
H 5.325126 -0.841978 -7.686161 0.00 0.01 0.00
H -3.001729 -0.852621 -5.260778 -0.01 -0.03 0.01
C 0.343237 -3.851528 -3.887707 0.00 -0.04 -0.04
C -1.979967 -0.995213 -4.901152 0.06 0.04 0.10
C -0.865711 0.450022 -3.224032 0.07 -0.02 -0.07
H -0.386105 2.363230 -3.712632 -0.04 0.00 -0.02
C -1.403196 -3.750024 -2.207026 0.01 0.02 0.14
H 3.145970 0.298465 5.232623 0.00 0.03 0.01
C -0.585932 3.340493 0.240486 -0.04 -0.12 -0.11
C -0.408294 -4.755238 -4.628581 0.03 0.00 0.02
H 1.498754 -0.847576 -5.772534 -0.08 -0.03 0.04
C 4.782725 1.910053 -3.974838 0.04 -0.15 0.27
C 4.258273 0.960885 -5.009260 0.11 0.05 -0.11
H -0.965402 -0.914230 5.723313 -0.02 0.02 -0.01
H -1.384644 -1.472006 -5.684827 0.00 -0.02 -0.02
Br 3.074013 1.390960 2.483017 0.07 0.05 0.06
S 5.266651 0.984956 -2.475837 -0.28 -0.12 0.13
C -4.854744 -4.278020 0.097041 -0.01 0.03 0.00
C -0.463988 5.636438 1.906265 0.10 0.07 0.06
C -5.281000 -6.617181 0.480504 -0.03 0.02 -0.01
C -5.260165 -0.982656 -2.572665 -0.02 -0.01 -0.03
C -1.642284 -5.174393 -4.152212 -0.03 0.00 -0.03
N 0.581094 0.403078 3.076782 0.17 0.11 0.02
N 2.040211 2.461021 -0.788111 -0.32 0.01 0.34
H -6.811936 -5.118439 0.356019 0.00 0.01 0.04
H -2.222297 -5.899588 -4.712559 -0.02 0.02 -0.01
H -1.275238 0.980324 -5.161625 0.02 0.02 0.02
S 3.229584 -0.452107 -0.815339 0.37 -0.22 -0.11
C 3.073220 4.614292 -0.214550 -0.16 -0.26 -0.12
C 5.097743 0.480623 -6.011940 -0.05 0.03 -0.04
H -5.888628 -1.253628 -3.414226 0.00 0.01 -0.01
H -5.237832 -3.270292 -0.006135 0.00 0.01 -0.05
H -0.396334 6.492161 2.567867 0.02 0.01 -0.04
C -5.747926 -5.320981 0.315909 0.03 -0.05 0.01
C 2.510242 -0.471846 -5.848570 -0.01 0.05 0.04
H -5.975536 -7.430857 0.653966 0.00 0.00 0.00
H -3.093814 -5.022133 -2.585125 -0.01 -0.01 -0.02
H 1.316293 -3.531435 -4.240574 0.01 0.03 0.01
C 0.655839 5.178464 1.238742 -0.07 -0.08 -0.02
C -0.143302 -0.510764 5.149772 0.04 -0.02 0.06
N -1.402812 0.258605 -4.475962 -0.04 0.03 -0.22
H -0.229222 1.977309 -2.052270 0.05 0.06 0.26
H 5.674436 2.426156 -4.332455 -0.03 0.05 -0.03
H 3.763727 4.359089 -1.011135 0.08 -0.04 -0.03
C 3.691359 1.025975 -1.501441 0.50 0.22 -0.18
C 3.356081 -0.949737 -6.840673 -0.01 -0.03 -0.04